No. 1
ORCA calculation (ωB97M-V/def2-TZVPD) on a structure of composition C29H45ClN4SSbTc.

2S+1	4
expectation value of S²	3.849
net charge	+3
orbital gap (spin up / spin down)	6.33 / 6.52	eV

Each line ends with the Mulliken charge.
Geometry (Å):
C  -1.96919  0.14165  -4.84289  -0.81
H  -0.89024  1.68200  -3.79618  0.61
H  0.87383  -2.24744  -3.71614  0.50
C  -2.89366  1.59781  3.93900  -1.66
C  0.06124  -1.59132  -4.00398  -0.15
C  -1.49780  1.02998  3.67577  1.52
H  -3.55990  -1.26429  2.47527  0.33
C  2.60753  -2.10739  3.84386  -0.65
H  -1.50523  -0.64064  -1.30881  0.23
H  -1.75483  3.45620  -1.53054  0.65
S  1.33007  0.43520  -2.63861  0.38
Cl  2.11301  2.66997  -0.08782  -0.07
H  1.00741  -1.32831  -1.30197  0.08
N  2.00767  -1.12727  1.78399  0.29
C  2.96916  -0.10335  -4.73898  -0.61
C  5.09286  -0.94809  -3.14133  -0.72
H  -2.99372  2.63009  3.59923  0.35
H  -3.85169  3.42821  -0.16713  0.53
C  -3.62023  -1.08105  1.40509  -1.57
C  -2.42557  -0.88421  -0.77541  -1.85
H  2.14712  0.22567  -5.36017  0.48
C  3.89174  -0.58965  -2.54667  -0.43
H  5.92347  -1.26817  -2.52798  0.45
Tc  1.35816  0.53063  0.66522  -0.59
C  2.84137  -0.18474  -3.35617  0.83
H  3.07531  2.18140  2.05999  0.59
C  -2.24774  -0.97062  0.73456  1.52
H  4.29108  -4.88998  1.95600  0.27
C  5.23395  -0.88530  -4.51991  -0.56
C  -1.99352  -1.20149  -5.18883  -0.47
H  4.29266  -0.40903  -6.38863  0.44
H  -2.14633  1.73969  -1.56121  0.41
H  -1.81885  4.75502  0.58396  0.53
C  4.17745  -0.46148  -5.31540  -0.76
H  -1.87272  -3.07282  0.76691  0.57
C  2.62144  -2.14212  1.16557  -0.36
H  2.60259  -2.08958  4.92701  0.41
H  -0.50050  2.27784  -1.17582  0.09
H  -1.22271  -2.26084  2.18403  0.32
H  -3.19768  -0.16557  -1.05357  0.34
H  6.17334  -1.16226  -4.97785  0.43
C  -0.44547  2.00299  4.20390  -1.50
H  -0.43168  -0.86074  4.07589  0.26
C  3.24141  -3.16438  1.92589  0.35
H  -0.56874  2.08494  5.28586  0.55
C  -3.48956  2.68613  0.54931  -1.51
H  -1.49831  3.96330  2.11052  0.35
N  3.21083  -3.11940  3.26524  -0.52
H  -4.13701  -1.93682  0.96353  0.53
H  2.62479  -2.15156  0.08594  0.38
H  -2.19411  -0.99185  4.13675  0.36
H  -0.56103  3.00608  3.79439  0.25
C  -1.56270  2.49808  -1.04096  -2.00
H  1.52588  -0.24141  3.60606  0.91
C  1.99585  -1.08476  3.12757  -0.95
C  -0.98414  -2.06676  -4.77211  -0.93
H  -1.00807  -3.10613  -5.06784  0.48
C  0.06579  -0.24316  -3.65117  0.19
N  1.17398  -0.33122  -1.17145  0.16
H  -3.82107  3.00384  1.53605  0.32
H  -3.97611  1.74375  0.29639  0.36
C  -1.96331  2.63730  0.42582  1.59
C  -0.93279  0.63371  -4.06159  -0.24
H  3.79039  -0.61904  -1.46913  0.29
C  -1.37396  -2.16305  1.10905  -1.43
H  3.93292  -4.31667  0.36340  0.19
H  -0.27059  3.96796  0.81903  0.21
C  -1.33680  3.88463  1.03628  -1.55
Sb  -1.28704  0.84912  1.50182  2.84
H  -2.74537  0.80792  -5.19177  0.48
H  -3.69446  0.99424  3.51020  0.35
N  3.87194  -4.19328  1.35834  -0.36
H  0.57848  1.67204  4.02370  0.14
H  -2.79736  -1.58023  -5.80447  0.48
H  -2.76007  -1.86371  -1.12590  0.60
H  -3.04217  1.60523  5.02184  0.56
C  2.05673  2.21387  1.67886  -0.81
H  -4.25019  -0.20946  1.22910  0.36
C  -1.35079  -0.33581  4.34171  -1.63
H  -1.33291  -0.17326  5.42169  0.57
H  -0.39707  -2.12969  0.61912  0.08
H  1.41354  2.92289  2.18974  0.36

=====

No. 2
ORCA calculation (ωB97M-V/def2-TZVPD) on an isolated molecule of C6H10O.

2S+1	1
orbital gap (spin up / spin down)	8.59 / 8.03	eV

Each line ends with the Mulliken charge.
Geometry (Å):
H  2.95283  0.23314  0.48293  0.35
C  0.00063  -0.84374  -0.95302  -0.90
H  -0.35874  -1.71482  1.48966  0.31
C  1.01596  -0.76049  0.07876  0.34
H  -2.90616  -0.10073  0.36893  0.34
H  0.01598  -0.01395  1.98720  0.29
C  -0.10713  -0.70676  1.14904  -0.75
O  -2.34359  -0.72118  -0.11351  -0.56
H  0.06539  -0.80417  -2.03949  0.41
C  -1.02111  -0.26321  -0.03010  0.93
H  0.25087  1.46838  -0.20654  0.32
H  -1.23754  1.83567  0.61466  0.43
C  -0.83839  1.24679  -0.21838  -1.34
H  -1.27878  1.56780  -1.16563  0.34
H  2.07580  0.88218  -0.98468  0.35
C  2.00370  0.34105  -0.03980  -1.29
H  1.68573  -1.63976  0.12843  0.45

=====

Table of electronic energy (eV), in record order: -68829.7516 -8426.8511
Table of largest force on an atom (eV Å⁻¹), in record order: 0.3 1.9